The following is a quantum chemistry calculation of 11 unconnected molecules or ions with the total composition C54H72N2O23P2 in a non-equilibrium geometry, from the OMol25 dataset.

```
! wB97M-V def2-TZVPD RIJCOSX def2/J DEFGRID3
* xyz 0 1
C -1.791 -1.351 0.450
C -1.317 0.057 0.207
N 0.137 0.211 0.103
C 0.862 -0.579 -0.768
C 2.154 -0.331 -0.438
N 2.210 0.400 0.739
C 0.922 0.721 1.096
C 3.369 0.753 1.430
H -1.485 -1.994 -0.375
H -2.857 -1.283 0.665
H -1.438 -1.846 1.355
H -1.791 0.756 0.896
H -1.673 0.498 -0.723
H 0.302 -0.980 -1.600
H 3.000 -0.684 -1.009
H 0.641 1.213 2.016
H 4.023 1.235 0.703
H 3.842 -0.172 1.761
H 3.156 1.480 2.214
O -1.619 2.325 4.628
H -1.516 1.623 3.955
C -9.289 1.622 3.619
C -10.685 1.827 3.732
C -11.584 1.510 2.699
C -11.054 0.881 1.578
C -9.687 0.797 1.345
C -8.764 1.086 2.395
O -7.477 0.716 2.343
O -12.945 1.887 2.719
H -8.661 1.991 4.417
H -11.102 2.289 4.615
H -11.690 0.706 0.723
H -9.475 0.349 0.385
H -6.902 1.433 2.620
H -13.469 1.799 1.919
C -4.015 -0.846 -6.925
C -4.906 -1.841 -6.481
C -4.461 -2.871 -5.693
C -3.153 -2.877 -5.238
C -2.214 -1.877 -5.667
C -2.661 -0.896 -6.510
O -1.765 0.037 -6.882
O -5.285 -3.970 -5.395
H -4.267 -0.045 -7.605
H -5.913 -1.937 -6.860
H -2.926 -3.592 -4.461
H -1.188 -1.916 -5.334
H -0.958 -0.446 -6.688
H -5.180 -4.199 -4.469
C 12.707 -1.643 1.026
C 11.382 -1.944 1.281
C 10.339 -1.159 0.739
C 10.631 0.072 0.154
C 11.963 0.450 0.008
C 12.946 -0.399 0.436
O 14.247 -0.046 0.180
O 9.022 -1.488 0.958
H 13.608 -2.184 1.277
H 11.144 -2.833 1.845
H 9.927 0.795 -0.232
H 12.229 1.410 -0.410
H 14.208 0.534 -0.584
H 8.975 -2.355 1.368
C 6.475 3.014 -2.837
C 6.651 4.158 -1.989
C 5.621 4.957 -1.571
C 4.369 4.577 -1.992
C 4.237 3.487 -2.822
C 5.256 2.668 -3.225
O 5.161 1.556 -4.046
O 5.847 6.063 -0.816
H 7.269 2.376 -3.194
H 7.689 4.391 -1.805
H 3.533 5.164 -1.643
H 3.283 3.074 -3.116
H 4.363 1.274 -4.498
H 6.696 6.099 -0.369
C 2.957 -1.453 5.466
C 3.021 -2.761 4.953
C 1.966 -3.593 4.929
C 0.692 -3.070 5.149
C 0.551 -1.743 5.684
C 1.724 -0.971 5.854
O 1.769 0.258 6.224
O 2.106 -4.893 4.950
H 3.882 -0.900 5.541
H 4.002 -3.131 4.692
H -0.190 -3.694 5.141
H -0.400 -1.353 6.015
H 0.892 0.588 6.015
H 2.644 -5.132 4.192
C -3.290 4.377 -1.391
C -2.212 4.338 -2.273
C -2.307 3.772 -3.490
C -3.539 3.303 -3.945
C -4.599 3.469 -3.061
C -4.542 3.964 -1.811
O -5.658 4.027 -1.018
O -1.222 3.630 -4.277
H -3.065 4.510 -0.343
H -1.227 4.670 -1.978
H -3.673 2.858 -4.921
H -5.561 3.219 -3.483
H -5.519 4.120 -0.073
H -1.349 2.933 -4.924
C 2.499 -6.117 -1.092
C 2.006 -5.878 -2.413
C 2.754 -5.049 -3.260
C 4.020 -4.541 -2.790
C 4.423 -4.804 -1.547
C 3.703 -5.590 -0.692
O 4.188 -5.812 0.575
O 2.313 -4.790 -4.562
H 2.070 -6.830 -0.405
H 1.105 -6.357 -2.767
H 4.543 -3.792 -3.367
H 5.297 -4.319 -1.138
H 5.092 -5.586 0.804
H 2.460 -3.923 -4.948
C 0.540 8.488 0.574
O -0.357 7.582 1.246
P -0.591 7.681 2.868
O -1.613 6.853 3.558
O 0.922 7.273 3.435
C 1.512 6.081 3.180
O -0.648 9.321 3.112
C -0.495 9.856 4.417
H 1.566 8.164 0.748
H 0.309 9.518 0.843
H 0.556 8.419 -0.514
H 1.710 5.572 4.123
H 2.470 6.148 2.664
H 0.962 5.345 2.593
H -1.419 10.175 4.901
H -0.062 10.814 4.129
H 0.041 9.276 5.169
C -5.427 -9.314 -1.162
O -5.871 -8.461 -0.025
P -5.519 -6.904 -0.006
O -5.451 -6.196 -1.382
O -6.505 -6.163 0.969
C -6.844 -4.780 0.963
O -4.115 -6.912 0.868
C -2.836 -7.415 0.464
H -5.074 -10.258 -0.747
H -4.690 -8.758 -1.741
H -6.359 -9.436 -1.715
H -6.250 -4.268 0.206
H -6.698 -4.240 1.898
H -7.885 -4.707 0.650
H -2.699 -7.571 -0.606
H -2.550 -8.292 1.044
H -2.182 -6.584 0.727
*
```

Kohn-Sham gap: 4.20 eV
LUMO: -1.0264 eV
Electronic energy: -4623.40189 hartree